An isolated molecule of C3H6F2O in a non-equilibrium geometry. Source: the OMol25 dataset; level of theory: ωB97M-V with the def2-TZVPD basis set.

Last column: Mulliken charge in e.
Cartesian coordinates (Å):
C -1.36480 -0.98073 1.16645  -0.636
C 0.71250 0.13607 0.83211  -0.532
C 0.81852 0.21070 -0.70603  0.308
H -2.09943 -1.00816 2.00467  0.214
H -0.76298 -1.86103 1.23960  0.330
H -1.91443 -0.91647 0.21298  0.244
H 1.39973 0.99659 1.11913  0.311
H 1.18104 -0.78438 1.15693  0.404
H 1.90851 0.15110 -0.88435  0.255
O -0.60718 0.22709 1.24753  -0.365
F 0.34417 1.37526 -1.16995  -0.263
F 0.11669 -0.77422 -1.33942  -0.268

Atoms 1-2, force components in eV/Å:
C -1.26 1.17 -0.05
C 0.30 0.76 -1.59

Computed properties:
Gap between HOMO and LUMO ... 11.0 eV
Molecular weight ... 96.076 g/mol
SMILES ... COCC(F)F
HOMO ... -10.0 eV
E_tot ... -392.845136 a.u.

C6H10N2 as an isolated structure in a non-equilibrium geometry. Source: the OMol25 dataset; level of theory: ωB97M-V with the def2-TZVPD basis set.

Last column: Mulliken charge in e.
Cartesian coordinates (Å):
C -1.30907 0.34083 -0.06209  -0.369
C -0.15260 0.44951 1.01560  0.059
C 0.48992 1.55530 0.14464  -0.891
C -0.05403 0.64294 -0.93904  -0.147
C 0.70176 -0.60980 -0.77840  -0.211
C 0.67340 -0.83102 0.67751  -0.461
H -1.40928 -1.50326 0.23627  0.373
H -2.74237 -0.81046 0.56624  0.290
H -1.91756 1.24908 -0.24857  0.461
H -0.47713 0.53617 2.17684  0.287
H 1.60812 1.90216 0.06362  0.213
H -0.17970 2.37193 0.27795  0.336
H 0.02222 0.92529 -1.99369  0.450
H 0.55466 -1.47499 -1.41050  0.398
H 2.53283 0.02857 0.36778  0.272
H 0.29957 -1.76169 1.22851  0.385
N -2.07000 -0.81269 -0.18978  -0.726
N 2.01462 -0.72294 -0.04076  -0.718

Atoms 1-2, force components in eV/Å:
C 1.56 3.52 -0.71
C -0.19 -0.21 3.98

Computed properties:
Gap between HOMO and LUMO ... 10.6 eV
Molecular weight ... 110.160 g/mol
HOMO ... -9.6 eV
E_tot ... -343.989935 a.u.

A 9-piece molecular cluster, C57H116F3N12O3S overall in a non-equilibrium geometry. Source: the OMol25 dataset; level of theory: ωB97M-V with the def2-TZVPD basis set.

Last column: Mulliken charge in e.
Cartesian coordinates (Å):
C -0.22674 1.10856 0.69477  0.549
F -0.18536 1.94624 -0.32873  -0.212
F -0.88486 1.59323 1.77159  -0.231
F -0.89552 -0.00442 0.36104  -0.236
S 1.73650 0.71821 1.02737  1.074
O 2.16338 -0.18682 -0.04665  -0.645
O 2.31114 2.04651 0.96182  -0.644
O 1.78880 0.08874 2.37759  -0.654
C 8.28844 -1.06234 0.23404  -1.165
C 9.81845 -1.03769 0.43828  -0.213
N 10.53469 -2.17144 -0.09841  0.218
C 10.21930 -3.47245 -0.03025  -0.387
C 11.12695 -4.27217 -0.68039  -0.310
N 11.98434 -3.36362 -1.26110  0.124
C 11.72920 -2.10398 -0.71800  -0.242
C 13.13056 -3.67888 -2.02561  -0.817
H 8.13001 -1.41135 -0.78635  0.327
H 7.87340 -0.05445 0.22945  0.388
H 7.80397 -1.74463 0.93252  0.328
H 10.09806 -0.82700 1.47053  0.299
H 10.23440 -0.23386 -0.16914  0.296
H 9.35300 -3.87420 0.47424  0.371
H 11.18226 -5.32842 -0.89869  0.431
H 12.20845 -1.20639 -1.08005  0.338
H 13.32535 -4.74560 -2.13641  0.312
H 13.99377 -3.06447 -1.76977  0.329
H 12.82730 -3.43104 -3.04281  0.374
C 3.45254 6.24997 -3.10158  -1.029
C 4.55654 7.30731 -2.88987  -0.414
N 4.32078 8.60157 -3.52351  0.210
C 4.25171 8.79647 -4.92049  -0.493
C 3.98904 10.17807 -5.12959  -0.262
N 4.07219 10.85530 -3.99002  0.132
C 4.27948 9.85928 -2.97213  -0.213
C 4.02467 12.26298 -3.78039  -0.724
H 2.64889 6.36012 -2.37349  0.322
H 3.91231 5.26239 -3.06398  0.328
H 3.02510 6.42439 -4.08899  0.339
H 5.46786 6.85722 -3.28360  0.341
H 4.65224 7.44232 -1.81251  0.275
H 4.30463 7.97202 -5.61610  0.427
H 3.79030 10.75005 -6.02388  0.441
H 4.44494 9.97705 -1.91139  0.354
H 4.30370 12.79704 -4.68871  0.309
H 4.65015 12.49851 -2.91937  0.312
H 3.03711 12.49218 -3.38004  0.346
C -7.23030 1.60933 0.06641  -1.087
C -7.82629 2.94167 -0.37887  -0.549
N -7.17136 3.43689 -1.60699  0.206
C -5.94971 4.13192 -1.71670  -0.377
C -5.89043 4.58863 -3.06172  -0.510
N -7.03536 4.09534 -3.77032  0.171
C -7.82155 3.41880 -2.80757  -0.106
C -7.35450 4.42840 -5.09888  -0.759
H -6.18166 1.43165 -0.17209  0.334
H -7.81268 0.75606 -0.28125  0.331
H -7.39393 1.32316 1.10536  0.354
H -7.62214 3.67585 0.40048  0.345
H -8.91202 2.84601 -0.39141  0.349
H -5.41058 4.31360 -0.79870  0.464
H -5.23434 5.25228 -3.60534  0.486
H -8.82249 3.03357 -2.93453  0.401
H -8.41332 4.24200 -5.27850  0.322
H -6.80116 3.93978 -5.90087  0.274
H -7.08708 5.47630 -5.23488  0.356
C 4.86283 -4.30781 -4.60250  -1.002
C 6.20647 -5.08222 -4.83337  -0.552
N 6.00168 -6.50479 -5.14424  0.254
C 5.25496 -6.99788 -6.17283  -0.311
C 5.20746 -8.39605 -6.04630  -0.491
N 6.01914 -8.78904 -5.03981  0.151
C 6.59007 -7.63432 -4.56934  -0.180
C 6.45265 -10.19762 -4.77257  -0.811
H 5.11039 -3.29571 -4.28239  0.372
H 4.29737 -4.80320 -3.81323  0.262
H 4.30455 -4.27671 -5.53816  0.346
H 6.83828 -5.01863 -3.94745  0.368
H 6.86510 -4.56435 -5.53059  0.338
H 4.73626 -6.37996 -6.89083  0.385
H 4.61431 -9.08534 -6.62892  0.471
H 7.33964 -7.67770 -3.79303  0.391
H 7.42495 -10.17942 -4.28020  0.326
H 6.61103 -10.75611 -5.69511  0.370
H 5.71521 -10.73138 -4.17309  0.316
C -0.03712 1.47389 8.77598  -1.432
C 0.98385 2.36159 8.07812  -0.098
C 2.24732 1.53435 7.85338  -0.786
N 3.49288 2.39527 7.41237  0.047
C 3.97064 3.22024 8.60464  -0.889
C 3.12903 3.37028 6.25154  -0.658
C 4.46324 3.71430 5.56856  -0.793
C 5.43143 2.64647 5.85995  -0.476
C 4.64852 1.59236 6.72173  -0.683
H -0.95697 2.04719 8.89123  0.378
H 0.28062 1.13257 9.76119  0.369
H -0.23106 0.60368 8.14889  0.357
H 1.13735 3.20646 8.74949  0.273
H 0.59036 2.73672 7.13339  0.352
H 2.11402 0.84029 7.02357  0.401
H 2.54825 0.97889 8.74165  0.407
H 4.34622 2.49079 9.32223  0.346
H 3.09963 3.75268 8.98669  0.340
H 4.68344 3.93313 8.19013  0.400
H 2.57193 4.16717 6.74417  0.461
H 2.38794 2.80274 5.68869  0.437
H 4.81899 4.68494 5.91410  0.353
H 4.32842 3.90165 4.50328  0.424
H 6.39839 2.92471 6.27908  0.363
H 5.56420 2.06461 4.94786  0.270
H 5.24848 1.15141 7.51778  0.420
H 4.31574 0.81010 6.03952  0.414
C -0.74039 -7.25237 -3.50954  -1.346
C 0.17927 -7.46810 -2.27085  -0.067
C -0.15882 -6.33404 -1.20721  -1.013
N 0.48906 -6.53909 0.22052  0.212
C 1.99773 -6.20838 -0.03227  -1.074
C 0.30440 -7.97072 0.77158  -0.690
C 0.48517 -7.78931 2.34109  -0.811
C -0.04854 -6.39483 2.69596  -0.481
C -0.07969 -5.60473 1.32326  -0.628
H -1.78777 -7.50801 -3.34909  0.365
H -0.44702 -7.74053 -4.43891  0.378
H -0.73835 -6.18215 -3.71626  0.300
H 1.23632 -7.33111 -2.49887  0.291
H -0.00933 -8.48400 -1.92377  0.297
H -1.24096 -6.29403 -1.08274  0.419
H 0.10814 -5.31171 -1.47496  0.561
H 2.50330 -6.20972 0.93339  0.452
H 2.05831 -5.17176 -0.36370  0.388
H 2.36023 -6.93413 -0.76028  0.363
H 1.02149 -8.62269 0.27279  0.414
H -0.72075 -8.25170 0.53029  0.457
H 1.53597 -7.87686 2.61727  0.358
H -0.02300 -8.60431 2.85649  0.429
H 0.65375 -6.03590 3.44832  0.273
H -1.04289 -6.45312 3.13868  0.347
H 0.36133 -4.61239 1.41757  0.464
H -1.09513 -5.41351 0.97625  0.342
C -4.89767 -3.88960 -7.49784  -1.416
C -4.41683 -2.91688 -6.39082  -0.331
C -4.02575 -1.56681 -7.05139  -0.806
N -3.12994 -0.66884 -6.10719  0.242
C -3.79015 -0.38330 -4.73494  -1.009
C -2.78530 0.69147 -6.78492  -0.647
C -1.56192 1.11389 -6.13493  -0.672
C -0.74744 -0.12806 -5.77086  -0.624
C -1.73615 -1.30113 -5.98328  -0.692
H -4.24847 -3.93673 -8.37215  0.359
H -5.90892 -3.66051 -7.83398  0.371
H -5.00657 -4.92392 -7.17161  0.375
H -3.61273 -3.27804 -5.74965  0.425
H -5.29798 -2.79479 -5.76094  0.301
H -4.88715 -0.98697 -7.38290  0.473
H -3.39744 -1.77567 -7.91725  0.408
H -3.11134 0.02774 -3.98770  0.387
H -4.24530 -1.31464 -4.39798  0.317
H -4.63315 0.26887 -4.96325  0.419
H -3.56355 1.44355 -6.65534  0.390
H -2.64988 0.54655 -7.85672  0.432
H -1.72256 1.65893 -5.20475  0.286
H -0.95860 1.85344 -6.66140  0.440
H -0.28967 -0.12560 -4.78164  0.383
H 0.10068 -0.32616 -6.42627  0.322
H -1.55255 -2.01767 -5.18267  0.361
H -1.52017 -1.97248 -6.81438  0.503
C -6.49673 2.20961 6.07824  -1.426
C -7.80255 3.06124 6.22395  -0.039
C -9.01961 2.24241 6.81802  -0.831
N -10.27667 3.15388 6.85974  0.217
C -10.58537 3.55788 5.39015  -1.045
C -10.23179 4.42256 7.71704  -0.475
C -11.64287 4.47914 8.36621  -0.547
C -12.51808 3.27444 7.85016  -0.755
C -11.44832 2.24293 7.42890  -0.537
H -6.11376 1.89605 7.04936  0.379
H -5.72665 2.78113 5.56011  0.372
H -6.69652 1.30286 5.50730  0.363
H -8.02302 3.36952 5.20196  0.277
H -7.47876 3.85041 6.90252  0.255
H -8.75518 2.02130 7.85209  0.428
H -9.10156 1.35539 6.18987  0.378
H -10.44791 2.61213 4.86597  0.342
H -10.06383 4.44063 5.02016  0.334
H -11.62611 3.88053 5.36091  0.439
H -10.04268 5.21435 6.99218  0.247
H -9.41936 4.32442 8.43705  0.392
H -12.23978 5.35406 8.10869  0.315
H -11.58381 4.31338 9.44191  0.338
H -13.13149 3.58365 7.00387  0.306
H -13.25979 2.82070 8.50749  0.443
H -11.68166 1.47827 6.68799  0.419
H -11.06208 1.74772 8.31979  0.412

Atoms 1-2, force components in eV/Å:
C 2.86 -1.40 1.39
F -1.13 0.51 -0.18

Computed properties:
Net charge ... +7
Gap between HOMO and LUMO ... 7.4 eV
Molecular weight ... 1106.697 g/mol
HOMO ... -17.5 eV
E_tot ... -3819.411528 a.u.